[1]
90
Properties=species:S:1:pos:R:3:forces:R:3 method="wB97M-V/def2-TZVPD" lumo_energy_ev=-1.69 charge=0 smiles="COCc1c(C[C@H]2CO2)c(P(O)Cl)c(CCC(N)=O)c2nc(B(C)O)c(Cl)nc12.NC(N)=O.NC(N)=O.NC(N)=O.NC(N)=O.NC(N)=O" e_homo_ev=-7.96
C 6.5574 -1.4195 2.1961 0.5 0.2 1.3
O 5.5378 -0.8567 1.2950 1.1 -2.4 -0.6
C 5.3397 -1.7199 0.0984 -1.5 -0.9 0.0
C 3.6822 -1.8300 -0.0824 -2.6 0.8 -1.3
C 2.8712 -0.7752 -1.0970 0.3 -2.8 2.1
C 3.8279 0.2894 -1.9011 0.3 1.0 1.3
C 4.3769 1.5175 -0.7261 0.8 1.8 -3.1
C 6.0107 2.0303 -0.9577 -1.5 0.3 2.5
O 4.6713 2.9260 -1.3129 -1.8 -4.9 3.7
C 1.2066 -0.8303 -1.2566 1.8 -3.6 4.8
P 0.3385 0.4431 -2.3807 -1.4 0.1 -0.8
O -1.3771 0.6029 -2.0138 2.6 1.5 1.1
Cl 1.0717 2.4487 -2.0041 -0.5 -1.5 0.5
C 0.4530 -2.0317 -0.3900 2.0 1.5 -0.8
C -1.1953 -2.2452 -0.4976 1.1 -1.2 0.4
C -1.9487 -1.6067 0.8096 0.5 -0.4 0.7
C -1.5854 -0.0411 1.1309 3.7 2.1 2.0
N -2.6799 0.9938 0.8463 2.5 -2.4 2.2
O -0.3960 0.3398 1.6660 -7.3 -2.4 -3.6
C 1.2748 -3.0812 0.6207 0.3 -0.1 0.3
N 0.4477 -4.0850 1.3742 6.2 0.0 0.8
C 1.2466 -4.9570 2.2971 1.3 2.9 -2.0
B 0.3947 -6.0811 3.1917 -0.7 -1.0 -1.0
C 0.3717 -6.1591 4.8335 -1.1 -0.4 0.3
O -0.4261 -7.0424 2.3771 2.9 0.9 1.5
C 2.8557 -4.7833 2.4462 -0.2 2.1 -2.0
Cl 3.7046 -5.9411 3.6767 -1.2 1.9 -2.1
N 3.7590 -3.8319 1.7160 -7.4 -1.6 0.3
C 2.8886 -2.9949 0.8183 0.1 1.6 -1.3
H 6.3595 -1.0103 3.2981 0.3 -0.7 -2.5
H 7.6261 -1.0366 1.8721 -2.0 -1.0 0.6
H 6.5016 -2.6036 2.2971 0.1 2.5 -0.6
H 5.8848 -1.3295 -0.8589 -1.2 -0.4 1.9
H 5.7199 -2.8321 0.2643 -0.8 2.4 0.0
H 4.8084 -0.1733 -2.3552 -2.2 0.7 1.2
H 3.3039 0.8809 -2.7622 0.8 -1.2 1.8
H 3.9604 1.4029 0.4539 1.4 0.5 -3.5
H 6.4560 3.0851 -0.8248 0.6 -1.8 -1.2
H 6.1509 1.7922 0.2065 -0.7 1.3 -0.9
H -1.5508 1.4757 -1.5155 0.4 -2.0 -0.7
H -1.3563 -3.4265 -0.4262 0.3 2.6 0.0
H -1.6404 -1.9379 -1.5349 1.1 -0.1 2.2
H -3.0935 -1.8380 0.7183 2.1 0.9 0.1
H -1.5658 -2.2341 1.7505 -0.7 1.5 -2.1
H -3.5488 0.5527 1.2384 0.9 0.9 -0.6
H -2.3892 1.8307 1.4167 -0.7 -1.0 -0.7
H -0.1108 -7.2120 5.1226 1.2 2.3 -0.5
H -0.4056 -5.3512 5.2430 1.8 -1.5 -0.8
H 1.4136 -6.0059 5.3538 -2.2 -0.2 -1.1
H 0.1892 -7.6980 1.9321 -1.1 1.3 0.5
N -4.5380 6.0151 0.5599 -0.1 1.0 0.2
C -4.4051 4.6780 0.6248 -0.1 0.3 0.6
N -4.1139 4.0879 -0.5485 0.4 -1.2 -1.2
O -4.5381 4.0510 1.6639 0.1 -0.4 0.2
H -4.4322 6.5488 -0.2863 0.0 0.0 0.1
H -4.7572 6.4984 1.4211 0.1 -0.1 0.0
H -4.0054 3.0820 -0.5436 0.0 0.4 0.0
H -4.0005 4.5871 -1.4145 0.0 -0.1 0.2
N 2.7815 -4.1936 -5.4680 0.6 -0.5 -0.6
C 2.5765 -3.0907 -4.7254 0.5 0.4 -0.3
N 1.4328 -3.0986 -4.0172 -1.1 0.4 1.0
O 3.3643 -2.1584 -4.6967 0.2 0.3 0.2
H 2.1445 -4.9714 -5.5045 0.2 -0.2 -0.1
H 3.6308 -4.2282 -6.0164 -0.4 0.0 0.2
H 1.2401 -2.2870 -3.4447 0.1 -0.3 -0.1
H 0.7717 -3.8568 -4.0279 0.1 0.1 -0.1
N 2.9720 -8.9328 -4.7135 -0.2 -1.3 -0.5
C 2.8757 -7.5912 -4.6908 0.0 0.2 0.0
N 3.5305 -7.0010 -3.6746 0.4 0.9 0.8
O 2.2454 -6.9604 -5.5247 -0.4 -0.1 -0.3
H 3.4865 -9.4696 -4.0358 -0.1 0.1 -0.1
H 2.4936 -9.4163 -5.4622 0.2 0.2 0.3
H 3.4836 -5.9919 -3.6208 0.1 -0.2 0.0
H 4.0548 -7.5034 -2.9784 -0.1 0.1 -0.2
N -6.6725 8.5054 4.4794 -1.3 0.2 0.2
C -5.5914 7.9360 3.9167 0.2 0.1 0.0
N -4.4142 8.3937 4.3795 1.2 0.0 0.1
O -5.6721 7.0739 3.0560 -0.1 -0.2 -0.3
H -6.6262 9.2166 5.1895 0.0 -0.2 -0.1
H -7.5786 8.1894 4.1594 0.3 0.2 0.2
H -3.5753 7.9913 3.9822 -0.3 0.2 0.2
H -4.3275 9.1029 5.0877 0.0 -0.1 -0.2
N -7.2675 7.8765 0.7290 0.1 -0.6 0.7
C -6.9963 8.7838 -0.2264 0.4 -0.2 0.2
N -8.0818 9.3092 -0.8224 -0.9 1.0 -1.0
O -5.8575 9.1044 -0.5282 0.3 0.0 -0.1
H -8.1984 7.5996 0.9915 0.2 0.0 -0.1
H -6.4784 7.4566 1.2026 -0.5 0.0 0.1
H -7.9219 9.9963 -1.5475 -0.1 -0.3 0.3
H -9.0272 9.0579 -0.5877 0.2 0.0 0.0



[2]
11
Properties=species:S:1:pos:R:3:forces:R:3 method="wB97M-V/def2-TZVPD" de_lowest_kj_mol=191.2 lumo_energy_ev="-7.69 / -7.70" charge=+1 e_homo_ev="-14.65 / -14.65"
C 1.0275 -2.6288 0.1581 0.0 -2.1 0.1
C -0.2844 0.5665 0.4225 1.2 -0.1 0.9
C 1.0441 -0.0761 0.0821 2.6 -0.4 -3.3
C -1.3363 0.4379 -0.6070 -1.3 0.4 0.3
N 1.0294 -1.4786 0.1390 -0.8 1.3 -0.7
I -3.2507 0.2403 -0.0090 0.9 -0.1 -0.4
H -0.4548 0.3306 1.5291 -0.8 0.4 -1.8
H 0.0631 1.6080 0.3197 -0.6 0.5 0.2
H 1.4974 0.3049 -0.9598 -1.5 -1.0 1.8
H 1.9324 0.0892 0.6660 -0.3 1.4 1.2
H -1.2675 0.6060 -1.7408 0.6 -0.4 1.8



[3]
43
Properties=species:S:1:pos:R:3:forces:R:3 method="wB97M-V/def2-TZVPD" de_lowest_kj_mol=250.9 lumo_energy_ev=0.56 charge=0 smiles="CC[C@H](C)[C@H](NC(=O)[C@@H](N)CCCCN)C(=O)O" e_homo_ev=-8.53
C -2.7371 -0.1135 2.5190 -0.8 -0.1 -0.2
C -2.4047 1.2784 2.0569 0.0 1.4 0.6
C -1.4314 1.2645 0.9211 1.3 0.8 0.0
C -1.1207 2.7382 0.6464 0.9 0.6 -0.1
C -1.8887 0.5183 -0.3609 2.6 -1.1 -0.6
N -0.8708 0.7236 -1.4035 -0.1 -1.8 0.4
C 0.3862 0.2218 -1.2834 2.4 1.2 1.5
O 1.3748 0.9493 -1.5033 -1.4 -1.4 -0.6
C 0.6720 -1.2467 -0.7228 -1.5 2.3 0.4
N 1.2537 -1.9745 -1.7645 1.9 -0.7 -1.5
C 1.5608 -1.1460 0.5700 -1.2 1.7 -0.5
C 2.2362 -2.4441 0.8981 -0.1 -1.6 1.6
C 3.7870 -2.4713 1.2478 -2.0 1.7 -1.7
C 4.4268 -1.4728 0.1064 -2.0 -4.0 1.4
N 4.4995 -0.1568 0.4824 1.2 4.0 -1.7
C -3.0845 1.0815 -0.9879 -2.5 0.8 0.7
O -3.1166 2.0489 -1.7093 0.0 -0.9 0.0
O -4.2105 0.4732 -0.4961 -0.3 0.2 -1.3
H -3.2570 -0.0761 3.4452 -0.6 0.0 0.9
H -1.8211 -0.6642 2.7101 0.2 -0.1 -0.1
H -3.3735 -0.6789 1.8397 0.1 0.0 -0.2
H -1.8951 1.7861 2.9255 -0.4 -0.3 -0.9
H -3.1971 2.0538 1.7233 0.4 -1.8 0.9
H -0.4485 0.8027 1.2215 -1.0 0.1 -0.2
H -0.2128 2.8642 0.0046 -1.3 0.1 -0.2
H -0.7946 3.2593 1.5580 -0.2 -0.5 0.2
H -2.0548 3.2761 0.3859 0.8 -0.1 -0.6
H -1.9035 -0.5905 -0.2280 -0.7 1.0 0.3
H -1.0062 1.5374 -1.9416 0.3 1.2 -0.4
H -0.3263 -1.6872 -0.5396 0.6 -0.1 0.3
H 0.6307 -2.5043 -2.3185 -0.7 -0.5 -0.4
H 1.8785 -1.4610 -2.3917 -0.3 0.0 0.6
H 2.2175 -0.2740 0.4294 0.1 -0.5 -0.1
H 0.8422 -0.8127 1.3451 0.5 -0.3 0.0
H 2.0061 -3.0575 -0.0065 0.7 -0.1 1.0
H 1.7049 -2.8503 1.8073 0.3 -0.1 -1.0
H 4.1204 -3.5153 1.1971 0.2 0.4 -0.5
H 3.9470 -2.1994 2.3059 0.1 0.5 -0.5
H 5.3231 -1.9950 -0.0175 2.0 -0.4 -1.2
H 3.7363 -1.5426 -0.7594 0.7 -0.4 0.2
H 5.0747 0.4177 -0.2364 -1.3 -1.2 1.9
H 4.8224 0.0067 1.4002 0.6 0.2 0.9
H -4.9845 0.7381 -1.0548 0.8 0.0 0.7



[4]
47
Properties=species:S:1:pos:R:3:forces:R:3 method="wB97M-V/def2-TZVPD" de_lowest_kj_mol=232.5 lumo_energy_ev="2.72 / 2.66" multiplicity=5 charge=-1 e_homo_ev="-0.75 / -2.50"
C 3.9191 -1.6922 -2.2579 0.0 0.1 0.3
C 4.3998 -1.1947 -1.0403 -0.2 0.2 0.1
C 3.7177 -0.1933 -0.3584 1.0 -0.3 -0.3
C 2.6078 0.4334 -0.9656 -0.8 1.4 1.0
C 2.0513 1.5779 -0.2706 0.4 -2.7 -1.8
N 0.7299 1.9573 -0.2130 0.9 2.0 -0.3
C 0.6988 3.2469 0.5781 -1.0 -0.6 -1.0
C 2.1310 3.5435 0.9630 0.5 -0.1 0.0
N 2.8354 2.4017 0.4149 1.7 1.6 1.9
C 2.1489 -0.0178 -2.2247 0.3 -0.6 -0.2
C 2.7717 -1.1183 -2.8096 -0.3 0.4 -0.1
H 4.4159 -2.5212 -2.7520 -0.1 0.1 0.1
H 5.3165 -1.5958 -0.6227 -0.1 -0.1 0.1
H 4.0475 0.1099 0.6465 -0.2 -0.1 -0.6
H 0.2606 4.0437 -0.0270 0.0 0.0 0.0
H 0.0528 3.1071 1.4419 0.0 -0.1 0.1
H 2.4869 4.4872 0.5408 0.1 0.0 -0.1
H 2.2551 3.6003 2.0412 0.0 0.0 0.2
H 3.8474 2.3794 0.3980 -0.4 -0.2 -0.2
H 1.3477 0.5258 -2.7336 0.3 -0.4 0.2
H 2.3682 -1.5306 -3.7283 0.1 0.1 -0.1
C -0.9028 0.3984 -1.6842 -0.6 1.2 0.5
C -1.5987 1.2173 -0.8295 -2.3 -2.0 -1.8
C -2.3056 0.6228 0.3417 0.3 1.3 1.3
C -3.6904 0.1365 0.3266 -0.5 1.9 0.0
C -4.0664 -0.2814 1.6622 -0.2 1.6 0.7
C -2.8976 -0.0863 2.5247 -0.7 1.8 0.6
C -1.8255 0.4722 1.7010 -0.6 1.6 0.7
Fe -2.4505 -1.2608 0.9879 0.1 0.4 -0.2
C -0.8745 -2.2754 0.1863 0.4 -1.3 -0.3
C -2.1359 -2.5431 -0.4815 0.6 -1.8 -0.2
C -3.0741 -3.0446 0.5205 0.8 -1.8 -0.3
C -2.3796 -3.0553 1.8084 0.6 -1.7 -0.4
C -1.0253 -2.5729 1.5894 0.3 -1.7 -0.4
H -0.7874 0.5641 -2.7595 0.2 0.6 0.3
H 0.3505 1.9949 -1.1771 0.0 0.2 1.3
H -0.2140 -0.3556 -1.2717 -1.3 -0.1 -0.3
H -2.0728 2.2081 -1.0989 0.7 -1.1 -0.4
H -4.3410 0.1504 -0.5492 0.3 -0.1 0.3
H -5.0753 -0.5756 1.9983 0.8 0.0 -0.3
H -2.8786 -0.2222 3.6226 0.1 -0.1 -0.9
H -0.8158 0.7523 2.0112 -0.4 -0.2 0.0
H 0.0561 -1.9829 -0.3033 -0.4 -0.1 0.3
H -2.3161 -2.4604 -1.5530 0.0 0.1 0.4
H -4.0789 -3.4123 0.3210 0.3 0.2 0.1
H -2.7780 -3.4364 2.7480 0.1 0.3 -0.3
H -0.2318 -2.5019 2.3374 -0.4 0.1 -0.3



[5]
48
Properties=species:S:1:pos:R:3:forces:R:3 method="wB97M-V/def2-TZVPD" de_lowest_kj_mol=45.3 lumo_energy_ev=0.37 charge=0 smiles=CCO.CCO.CCO.CCO.CCO.O e_homo_ev=-9.49
C -0.4191 3.5639 0.9359 -0.3 -0.2 -0.1
C -0.2192 2.5406 2.0555 -0.3 1.8 0.1
O 1.1772 2.3171 2.2747 -0.1 -0.8 -0.5
H 0.1527 3.2333 0.0669 0.0 0.1 -0.1
H -0.1507 4.5926 1.1773 0.4 -0.1 0.2
H -1.4702 3.5978 0.6440 0.0 -0.2 0.0
H -0.8021 1.6642 1.7764 0.5 -0.4 0.2
H -0.6257 2.9398 2.9880 -0.3 -0.2 0.0
H 1.4146 2.6746 3.1291 0.0 0.0 0.1
C -1.9286 0.7892 -4.2292 -0.2 0.9 -0.2
C -1.3375 0.0507 -3.0510 -0.7 0.4 0.4
O -1.2542 0.9739 -1.9590 0.6 -0.5 0.1
H -2.1903 0.1331 -5.0569 0.1 -0.1 0.0
H -1.3141 1.6185 -4.5934 0.5 -0.4 0.0
H -2.8188 1.3521 -3.9298 -0.2 -0.5 0.2
H -0.3571 -0.3831 -3.2561 0.1 0.0 -0.1
H -2.0258 -0.7477 -2.7527 0.1 -0.2 -0.2
H -0.7675 0.5239 -1.2352 0.0 0.4 -0.3
C 4.7783 -0.3810 1.9847 -0.1 -0.2 -1.2
C 4.5629 -0.9830 0.5945 -0.6 -0.1 0.0
O 3.7610 -2.1631 0.7197 0.2 0.1 0.2
H 5.4932 0.4342 1.8831 0.0 0.1 0.3
H 5.1624 -1.1431 2.6568 0.0 0.0 0.1
H 3.8039 -0.0175 2.3019 0.1 0.1 0.4
H 5.4954 -1.2034 0.0679 0.1 -0.1 0.2
H 4.0040 -0.2933 -0.0469 0.2 0.3 0.1
H 3.1470 -2.1964 -0.0216 0.0 -0.2 -0.2
C 0.4899 -3.5788 0.4965 0.2 -0.7 -0.8
C 0.7754 -3.6450 -0.9968 -1.2 0.1 -0.7
O 1.7299 -2.6540 -1.3701 0.1 0.2 0.3
H -0.1655 -4.4243 0.7126 0.1 0.0 0.2
H -0.0906 -2.6894 0.7298 0.2 0.2 0.2
H 1.4177 -3.6715 1.0574 -0.1 0.2 0.3
H -0.1819 -3.4537 -1.5075 0.1 0.3 0.0
H 1.0361 -4.6241 -1.4094 0.5 -0.1 0.6
H 1.8577 -2.6593 -2.3225 0.0 0.0 0.0
C -4.3263 1.0210 1.7775 0.8 -0.2 0.1
C -3.5045 0.6106 0.5553 -0.9 0.2 -0.2
O -3.0773 1.8050 -0.0607 0.5 0.1 -0.3
H -3.7190 1.6257 2.4547 0.1 -0.2 0.1
H -4.6872 0.1304 2.2942 -0.1 0.1 0.1
H -5.1593 1.6581 1.4885 -0.1 -0.2 -0.2
H -4.2004 0.0347 -0.0753 0.1 0.1 -0.3
H -2.6691 -0.0719 0.7400 0.1 0.2 0.5
H -2.4049 1.6205 -0.7550 -0.7 -0.1 0.2
O 0.2253 -0.0422 0.1525 0.3 -0.2 0.3
H 0.6109 -0.9285 0.1270 0.1 0.2 -0.1
H 0.7713 0.4487 0.7870 -0.1 0.0 -0.1



[6]
19
Properties=species:S:1:pos:R:3:forces:R:3 method="wB97M-V/def2-TZVPD" de_lowest_kj_mol=494.0 lumo_energy_ev="-0.25 / -0.15" charge=0 e_homo_ev="-6.90 / -7.02"
C 0.9568 -0.4149 -0.2981 -2.3 -2.3 -0.3
C 3.2440 -0.1402 -0.0076 -2.2 0.1 0.6
C -1.6404 -1.2019 -0.1258 2.6 2.1 -1.7
C 2.4376 1.1464 0.3090 0.2 -0.7 2.1
C -2.3351 1.0922 0.3456 0.8 -1.7 1.3
C -2.2419 -0.0181 -0.7002 -1.4 -0.4 -1.0
N 1.0538 0.7528 0.1069 -0.7 3.4 0.3
N -1.5488 -2.2693 0.3264 1.7 -0.6 0.1
N 2.1868 -1.0360 -0.3468 3.0 -2.1 -0.6
O 4.4255 -0.3241 -0.0334 0.5 -0.4 -0.1
H 2.5028 1.6045 1.3844 0.5 -1.0 -2.0
H 2.8237 1.8224 -0.4229 -0.1 1.0 -0.4
H -3.3197 1.0869 0.7978 -0.2 -0.1 0.1
H -2.1738 2.0630 -0.0489 0.6 0.7 -0.2
H -1.5993 0.7362 1.1236 -0.5 1.5 -0.6
H -3.2970 -0.3408 -0.9546 1.0 0.2 -0.2
H -1.6749 0.1749 -1.6342 -0.4 0.3 0.7
H -2.2344 -2.7143 0.8188 -2.3 -2.0 1.5
H 2.4343 -2.0198 -0.6400 -0.8 1.8 0.4



no.,calculated total energy (eV)
1,-98320.674
2,-13808.054
3,-23461.161
4,-59509.964
5,-23172.887
6,-12880.824